Record 1
Entry from the OMol25 dataset: the molecule C4H8O3 in a non-equilibrium geometry (ωB97M-V/def2-TZVPD).

Geometry as XYZ:
```
15
C4H8O3, DFT ωB97M-V/def2-TZVPD
O 2.31 1.23 0.73
C 1.31 0.59 -0.03
C 0.02 0.73 0.79
C -1.09 0.06 0.07
O -1.82 0.72 -0.67
C -1.17 -1.44 -0.11
O -1.10 -1.36 -1.52
H 3.14 1.15 0.25
H 1.54 -0.48 -0.20
H 1.18 1.06 -1.02
H -0.24 1.79 0.87
H 0.17 0.28 1.77
H -0.37 -1.99 0.42
H -2.13 -1.87 0.23
H -1.75 -0.47 -1.57
```

Computed properties:
- frontier orbital gap (eV) = 10.62
- highest occupied orbital energy (Eh) = -0.3652
- strongest force on any atom (eV/Å) = 3.31
- relative energy (zero: lowest compared OMol25 entry of this formula, charge and spin) (kJ/mol) = 247.6
- SMILES string = O=C(CO)CCO

***

Record 2
Entry from the OMol25 dataset: a structure of composition C5H4N2O in a non-equilibrium geometry (ωB97M-V/def2-TZVPD).

Geometry as XYZ:
```
12
C5H4N2O, DFT ωB97M-V/def2-TZVPD
C -0.85 -0.11 -0.50
C 0.36 -0.86 0.22
C 1.73 -1.16 -0.21
C -0.11 0.61 0.64
C 0.79 1.81 0.04
H -2.90 0.15 -0.34
H -1.09 0.15 -1.79
H 0.01 -1.68 0.96
H -0.41 0.62 1.68
N 2.89 -1.48 -0.19
N 1.77 2.40 -0.33
O -2.20 -0.44 -0.20
```

Computed properties:
- frontier orbital gap (eV) = 11.05
- highest occupied orbital energy (Eh) = -0.4017
- strongest force on any atom (eV/Å) = 5.60
- relative energy (zero: lowest compared OMol25 entry of this formula, charge and spin) (kJ/mol) = 407.6

***

Record 3
Entry from the OMol25 dataset: a structure of composition C3H3AgO3 in a non-equilibrium geometry (ωB97M-V/def2-TZVPD).

Geometry as XYZ:
```
10
C3H3AgO3, DFT ωB97M-V/def2-TZVPD
C 0.33 0.64 2.08
C 0.72 -0.34 1.24
O 0.19 0.03 -0.11
C 0.32 -0.78 -1.14
O 0.97 -1.78 -1.26
O -0.58 -0.33 -2.05
Ag -1.61 1.39 -0.88
H 0.49 0.51 3.15
H -0.16 1.58 1.78
H -0.66 -0.92 -2.80
```

Computed properties:
- frontier orbital gap (alpha / beta) (eV) = 5.12 / 5.12
- highest occupied orbital energy (alpha / beta) (Eh) = -0.2690 / -0.2690
- strongest force on any atom (eV/Å) = 2.28
- relative energy (zero: lowest compared OMol25 entry of this formula, charge and spin) (kJ/mol) = 307.1

***

Record 4
Entry from the OMol25 dataset: a structure of composition C15H35N3O5Pt in a non-equilibrium geometry (ωB97M-V/def2-TZVPD).

Geometry as XYZ:
```
59
C15H35N3O5Pt, DFT ωB97M-V/def2-TZVPD
Pt -0.01 0.53 -0.27
C 0.00 4.10 2.42
C 0.19 2.62 2.31
C -0.43 1.94 3.57
O -0.41 2.07 1.17
H -0.93 4.62 2.20
H 0.83 4.60 1.93
H 0.12 4.38 3.47
H 1.23 2.33 2.48
H -1.51 1.94 3.43
H -0.22 2.34 4.56
H -0.38 0.86 3.55
C 1.54 -0.21 -4.49
C 2.08 0.16 -3.12
C 3.30 1.06 -3.14
O 1.01 0.62 -2.30
H 0.76 -0.97 -4.58
H 2.27 -0.32 -5.29
H 1.06 0.71 -4.82
H 2.46 -0.85 -2.93
H 4.33 0.77 -3.34
H 3.34 1.50 -2.15
H 3.20 1.84 -3.90
C -0.78 -2.56 0.47
O -0.71 -1.56 -0.31
N -1.25 -2.59 1.79
C -1.33 -3.89 2.41
C -2.10 -1.48 2.42
H -0.27 -3.52 0.33
H -2.17 -4.54 2.17
H -1.25 -3.75 3.48
H -0.38 -4.39 2.27
H -3.18 -1.62 2.48
H -1.74 -1.20 3.40
H -2.04 -0.66 1.71
C -3.02 1.67 -1.12
O -2.03 0.97 -1.02
N -4.17 1.31 -1.78
C -5.39 2.14 -1.70
C -4.25 -0.04 -2.37
H -3.09 2.67 -0.66
H -5.97 1.72 -2.53
H -5.28 3.16 -2.07
H -6.04 1.90 -0.86
H -5.12 -0.64 -2.11
H -4.60 0.10 -3.39
H -3.35 -0.63 -2.51
C 2.97 -0.28 0.89
O 1.80 -0.19 0.46
N 3.71 -1.44 0.87
C 5.19 -1.52 0.93
C 3.16 -2.75 0.42
H 3.50 0.57 1.35
H 5.52 -2.44 1.42
H 5.49 -0.78 1.67
H 5.66 -1.24 -0.01
H 3.66 -3.27 -0.40
H 2.82 -3.31 1.30
H 2.23 -2.58 -0.13
```

Computed properties:
- frontier orbital gap (alpha / beta) (eV) = 6.84 / 6.82
- multiplicity = 3
- highest occupied orbital energy (alpha / beta) (Eh) = -0.2368 / -0.2364
- strongest force on any atom (eV/Å) = 4.85
- relative energy (zero: lowest compared OMol25 entry of this formula, charge and spin) (kJ/mol) = 377.3

***

Record 5
Entry from the OMol25 dataset: a structure of composition C18H31ClCoN2O5S (ωB97M-V/def2-TZVPD).

Geometry as XYZ:
```
59
C18H31ClCoN2O5S, DFT ωB97M-V/def2-TZVPD
Co 0.00 0.10 -0.88
C 2.08 0.61 -3.11
C 2.74 0.87 -1.75
N 2.13 0.07 -0.69
C 2.57 -1.32 -0.52
C 2.08 -2.29 -1.58
S 0.28 -2.22 -1.92
C 0.24 -1.77 -3.68
C -0.04 -0.29 -3.95
N 0.62 0.59 -2.99
H 2.41 -0.35 -3.50
H 2.42 1.37 -3.82
H 2.59 1.92 -1.48
H 3.82 0.70 -1.83
H 2.22 0.54 0.20
H 2.17 -1.63 0.45
H 3.66 -1.39 -0.47
H 2.30 -3.30 -1.25
H 2.60 -2.15 -2.53
H -0.54 -2.37 -4.14
H 1.19 -2.10 -4.12
H -1.11 -0.10 -3.86
H 0.25 -0.07 -4.98
H 0.24 1.52 -3.08
O -1.48 3.67 -2.36
Cl -1.80 2.52 -1.57
O -2.81 2.78 -0.61
O -0.55 2.11 -0.86
O -2.17 1.41 -2.42
C -3.14 -0.86 -0.21
C -2.84 -1.43 1.17
C -2.05 -2.74 1.10
C -2.22 -0.43 2.12
C -2.98 -0.01 3.21
C -2.48 0.84 4.17
C -1.17 1.27 4.06
C -0.37 0.90 2.99
C 1.07 1.38 2.98
C 2.07 0.22 2.98
C 1.36 2.39 1.87
C -0.90 0.06 1.98
O -0.11 -0.29 0.96
H -3.72 -1.58 -0.81
H -2.23 -0.66 -0.78
H -3.70 0.07 -0.15
H -3.81 -1.68 1.61
H -1.03 -2.56 0.75
H -2.53 -3.45 0.43
H -1.98 -3.19 2.09
H -3.99 -0.39 3.30
H -3.10 1.15 5.01
H -0.75 1.92 4.82
H 1.22 1.91 3.92
H 1.92 -0.43 2.12
H 1.95 -0.39 3.87
H 3.10 0.59 2.96
H 1.18 1.97 0.88
H 2.40 2.74 1.93
H 0.71 3.25 1.95
```

Computed properties:
- frontier orbital gap (alpha / beta) (eV) = 7.37 / 7.45
- multiplicity = 4
- highest occupied orbital energy (alpha / beta) (Eh) = -0.2687 / -0.2720
- strongest force on any atom (eV/Å) = 0.20

***

Record 6
Entry from the OMol25 dataset: the ion C9H17N4O3S with charge +1 in a non-equilibrium geometry (ωB97M-V/def2-TZVPD).

Geometry as XYZ:
```
34
C9H17N4O3S, DFT ωB97M-V/def2-TZVPD
O 1.98 -0.73 3.55
C 2.59 -1.22 2.46
O 2.70 -0.35 1.27
C 3.10 -1.14 0.09
C 1.69 -1.76 -0.55
C 0.95 -0.49 -1.30
C -0.69 -0.64 -1.29
N -1.31 -0.77 0.09
C -1.41 0.33 1.12
C -0.95 1.89 1.15
C -0.85 2.64 -0.30
C -2.24 2.64 -1.18
O -1.80 2.65 -2.62
N -2.04 -0.20 2.39
N -2.29 -1.54 2.08
N -1.86 -1.84 0.77
S -2.01 -3.50 0.15
H 3.10 -2.28 2.38
H 3.90 -1.97 0.32
H 3.48 -0.35 -0.73
H 1.91 -2.63 -1.33
H 0.99 -2.14 0.33
H 1.35 0.49 -0.80
H 1.27 -0.48 -2.44
H -0.92 -1.67 -1.85
H -1.17 0.19 -1.96
H -1.74 2.47 1.83
H 0.10 1.96 1.68
H -0.61 3.79 -0.08
H 0.09 2.26 -0.93
H -2.78 3.68 -1.02
H -2.92 1.71 -0.99
H -0.89 3.10 -2.68
H -0.74 -4.11 0.38
```

Computed properties:
- frontier orbital gap (eV) = 8.76
- highest occupied orbital energy (Eh) = -0.5010
- strongest force on any atom (eV/Å) = 9.13
- relative energy (zero: lowest compared OMol25 entry of this formula, charge and spin) (kJ/mol) = 619.7
- SMILES string = O=COCCCCn1c(CCCO)nn[n+]1S
- charge = +1

***

Record 7
Entry from the OMol25 dataset: the molecule C17H27NO2 (ωB97M-V/def2-TZVPD).

Geometry as XYZ:
```
47
C17H27NO2, DFT ωB97M-V/def2-TZVPD
C 2.72 -1.07 0.49
C 2.87 0.13 1.43
O 2.62 -0.19 2.78
C 1.35 -0.37 3.22
C 0.20 -0.13 2.46
C -1.05 -0.34 3.02
C -1.16 -0.79 4.34
C -0.02 -1.02 5.08
C 1.23 -0.82 4.53
H 2.13 -1.00 5.10
H -0.11 -1.37 6.10
H -2.15 -0.94 4.75
O -2.24 -0.11 2.38
C -2.24 0.27 1.02
C -1.97 -0.91 0.08
H -1.04 -1.40 0.37
C -1.90 -0.48 -1.38
H -2.81 0.07 -1.64
H -1.86 -1.37 -2.01
C -0.66 0.36 -1.70
N -0.36 0.35 -3.12
C 1.01 0.78 -3.39
C 1.34 0.58 -4.87
C 0.38 1.38 -5.74
C -1.05 0.97 -5.39
C -1.29 1.16 -3.89
H -2.31 0.83 -3.65
H -1.20 2.23 -3.63
H -1.20 -0.08 -5.64
H -1.77 1.57 -5.95
H 0.58 1.20 -6.79
H 0.51 2.45 -5.55
H 1.25 -0.48 -5.10
H 2.37 0.88 -5.05
H 1.68 0.17 -2.78
H 1.16 1.84 -3.12
H 0.20 -0.10 -1.20
H -0.77 1.39 -1.32
H -2.77 -1.63 0.21
H -3.25 0.66 0.85
H -1.53 1.09 0.85
H 0.29 0.22 1.45
H 3.91 0.48 1.42
H 2.23 0.97 1.10
H 1.71 -1.46 0.52
H 2.96 -0.77 -0.52
H 3.40 -1.86 0.80
```

Computed properties:
- frontier orbital gap (eV) = 8.92
- highest occupied orbital energy (Eh) = -0.2955
- strongest force on any atom (eV/Å) = 0.46
- relative energy (zero: lowest compared OMol25 entry of this formula, charge and spin) (kJ/mol) = 126.1
- SMILES string = CCOc1cccc(OCCCCN2CCCCC2)c1

***

Record 8
Entry from the OMol25 dataset: a cluster of 2 separate species, C3H12NO in total in a non-equilibrium geometry (ωB97M-V/def2-TZVPD).

Geometry as XYZ:
```
17
C3H12NO, DFT ωB97M-V/def2-TZVPD
C 0.76 0.82 -0.75
C -0.31 -1.25 -1.34
C 1.12 -1.17 0.66
N 0.19 -0.42 -0.21
H 1.68 0.52 -1.27
H 1.01 1.53 0.05
H 0.10 1.33 -1.48
H 0.49 -1.55 -2.03
H -1.02 -0.60 -1.88
H -0.85 -2.16 -1.01
H 1.43 -0.48 1.46
H 2.01 -1.50 0.10
H 0.64 -2.05 1.12
H -0.52 -0.14 0.49
O -2.15 2.06 1.79
H -2.21 3.01 1.56
H -2.36 2.02 2.75
```

Computed properties:
- frontier orbital gap (eV) = 11.98
- highest occupied orbital energy (Eh) = -0.5506
- strongest force on any atom (eV/Å) = 1.76
- relative energy (zero: lowest compared OMol25 entry of this formula, charge and spin) (kJ/mol) = 86.5
- charge = +1